No. 1
This record from the Open Molecules 2025 dataset describes an isolated molecule of C6H7N3O. The level of theory is ωB97M-V/def2-TZVPD.

Structure (ORCA input):
```
! RIJCOSX wB97M-V def2-TZVPD def2/J DEFGRID3
* xyz 0 1
H 0.991 0.035 -2.566
N 1.805 0.275 -1.702
C 1.324 0.286 -0.505
N 2.171 0.708 0.549
O 3.451 -0.044 0.322
C -0.051 0.065 -0.051
C -0.986 -0.599 -0.940
C -2.301 -0.825 -0.494
C -2.658 -0.292 0.775
N -1.818 0.352 1.629
C -0.534 0.487 1.153
H 2.472 1.489 0.447
H 3.456 -0.531 1.105
H -0.603 -0.772 -1.980
H -3.094 -1.413 -0.914
H -3.696 -0.200 1.209
H 0.071 0.979 1.964
*
```

E_LUMO (eV): -0.2
Structure (SMILES): [H]/N=C(/NO)c1cccnc1
Highest occupied orbital energy (eV): -9.746
HOMO-LUMO gap (eV): 9.58


No. 2
This record from the Open Molecules 2025 dataset describes C12H27HgN3OV as an isolated structure. The level of theory is ωB97M-V/def2-TZVPD.

Structure (ORCA input):
```
! RIJCOSX wB97M-V def2-TZVPD def2/J DEFGRID3
* xyz 2 2
N -1.452 -1.838 -0.288
C -2.371 -2.628 -0.216
O -3.292 -3.374 -0.174
Hg -1.546 1.488 -2.882
V -0.101 -0.538 0.144
N -0.765 0.931 1.010
N 1.214 -0.049 -1.063
C -1.759 0.968 2.109
C 1.695 -0.715 -2.287
C -3.157 1.192 1.521
C -1.458 2.100 3.103
C -1.761 -0.352 2.868
C 2.085 0.341 -3.321
C 2.914 -1.606 -2.030
C 0.597 -1.605 -2.844
H -3.216 2.141 0.972
H -3.895 1.223 2.332
H -3.425 0.378 0.832
H -0.441 2.009 3.503
H -2.163 2.029 3.940
H -1.578 3.093 2.655
H -2.052 -1.192 2.231
H -2.495 -0.279 3.681
H -0.786 -0.559 3.315
H 1.252 1.034 -3.486
H 2.331 -0.151 -4.272
H 2.960 0.914 -2.993
H 3.800 -1.063 -1.690
H 3.192 -2.083 -2.984
H 2.698 -2.422 -1.323
H 0.320 -2.404 -2.142
H 0.974 -2.072 -3.764
H -0.302 -1.033 -3.102
C 2.245 0.768 -0.386
H 2.011 0.902 0.685
H 3.223 0.251 -0.427
H 2.390 1.778 -0.828
C -0.507 2.231 0.386
H 0.224 2.843 0.937
H -0.118 2.104 -0.634
H -1.435 2.820 0.301
C 0.868 -1.721 1.480
H 1.363 -1.147 2.280
H 1.612 -2.320 0.931
H 0.108 -2.386 1.919
*
```

E_LUMO (alpha / beta) (eV): -8.9 / -11.3
⟨S²⟩: 1.16
Highest occupied orbital energy (alpha / beta) (eV): -16.132 / -15.770
HOMO-LUMO gap (alpha / beta) (eV): 7.24 / 4.48


No. 3
This record from the Open Molecules 2025 dataset describes C35H54I2NaO2S3Se as an isolated structure. The level of theory is ωB97M-V/def2-TZVPD.

Structure (ORCA input):
```
! RIJCOSX wB97M-V def2-TZVPD def2/J DEFGRID3
* xyz -1 1
Na -1.135 1.099 -1.555
C -1.331 -4.488 3.642
C -0.250 -3.931 2.715
C 0.540 -5.115 2.139
C 0.699 -3.063 3.553
C -0.841 -3.103 1.573
C -0.006 -2.547 0.610
C -0.503 -1.781 -0.423
Se 0.775 -1.074 -1.700
C 1.966 -0.118 -0.526
C 3.048 -0.820 -0.024
C 3.996 -0.222 0.800
C 3.842 1.141 1.015
C 2.804 1.911 0.497
C 1.745 1.270 -0.224
O 0.667 1.887 -0.567
C 2.855 3.425 0.788
C 1.863 4.277 -0.017
C 4.253 3.967 0.434
C 2.609 3.670 2.284
C 5.130 -1.054 1.397
C 6.051 -0.219 2.288
C 5.976 -1.664 0.271
C 4.543 -2.187 2.252
C -1.903 -1.521 -0.599
O -2.323 -0.784 -1.575
C -2.759 -2.121 0.378
C -2.202 -2.869 1.410
C -4.294 -1.964 0.409
C -4.906 -1.195 -0.767
C -4.693 -1.220 1.694
C -4.950 -3.355 0.415
H -0.863 -5.066 4.443
H -2.017 -5.148 3.105
H -1.915 -3.688 4.102
H 0.963 -5.725 2.944
H 1.359 -4.773 1.505
H -0.112 -5.745 1.530
H 1.213 -3.665 4.308
H 0.140 -2.276 4.068
H 1.452 -2.580 2.928
H 1.069 -2.684 0.673
H 3.138 -1.867 -0.292
H 4.579 1.646 1.627
H 1.919 4.056 -1.083
H 2.116 5.331 0.138
H 0.830 4.119 0.283
H 4.464 3.805 -0.625
H 5.049 3.494 1.010
H 4.293 5.041 0.634
H 1.633 3.287 2.586
H 2.642 4.742 2.510
H 3.363 3.167 2.894
H 6.531 0.585 1.724
H 6.837 -0.857 2.700
H 5.504 0.225 3.121
H 6.417 -0.875 -0.342
H 5.370 -2.294 -0.382
H 6.783 -2.278 0.683
H 3.951 -1.776 3.073
H 5.339 -2.808 2.674
H 3.889 -2.830 1.661
H -2.881 -3.289 2.141
H -4.562 -0.163 -0.801
H -5.995 -1.202 -0.644
H -4.656 -1.656 -1.722
H -4.232 -0.231 1.717
H -4.369 -1.757 2.587
H -5.780 -1.098 1.741
H -4.684 -3.901 -0.493
H -6.039 -3.254 0.450
H -4.641 -3.957 1.270
C -3.682 3.905 -2.997
C -2.678 4.300 -4.075
S -0.976 3.818 -3.679
C -0.468 3.006 -5.219
C -1.306 1.821 -5.690
S -1.388 0.496 -4.460
C -3.163 0.140 -4.351
C -4.097 1.308 -4.053
S -3.716 2.167 -2.497
H -3.446 4.421 -2.064
H -4.684 4.217 -3.299
H -2.946 3.852 -5.031
H -2.715 5.383 -4.209
H -0.398 3.752 -6.014
H 0.547 2.670 -4.996
H -2.320 2.128 -5.943
H -0.857 1.424 -6.603
H -3.492 -0.354 -5.268
H -3.194 -0.579 -3.529
H -4.097 2.046 -4.856
H -5.113 0.917 -3.978
I -0.621 0.351 2.667
C -0.877 2.338 2.006
I -2.729 2.665 1.011
H -0.119 2.506 1.242
H -0.833 3.017 2.847
*
```

E_LUMO (eV): 1.6
Highest occupied orbital energy (eV): -3.930
HOMO-LUMO gap (eV): 5.56


No. 4
This record from the Open Molecules 2025 dataset describes an isolated molecule of C8H8Br4O. The level of theory is ωB97M-V/def2-TZVPD.

Structure (ORCA input):
```
! RIJCOSX wB97M-V def2-TZVPD def2/J DEFGRID3
* xyz 0 1
C -1.229 -0.475 1.051
C -1.827 -0.358 -0.194
C -0.028 -1.085 1.343
C -1.345 -1.288 -1.180
C 0.890 -1.255 -0.897
C 1.043 -0.407 0.309
C 0.757 1.113 -0.080
C 2.318 -0.610 0.988
O 0.297 -2.017 1.993
Br -1.636 -0.916 -3.020
Br 1.381 -3.030 -1.008
Br 2.445 0.467 2.770
Br 3.826 -0.176 -0.174
H -1.759 0.202 1.718
H -2.494 0.439 -0.521
H -1.506 -2.338 -1.002
H 1.019 -0.768 -1.834
H 1.743 1.486 -0.485
H 0.296 1.639 0.600
H 0.072 1.086 -0.949
H 2.312 -1.695 1.455
*
```

E_LUMO (eV): -0.5
Highest occupied orbital energy (eV): -8.917
HOMO-LUMO gap (eV): 8.39


No. 5
This record from the Open Molecules 2025 dataset describes a 2-piece molecular cluster, C4H7NO overall. The level of theory is ωB97M-V/def2-TZVPD.

Structure (ORCA input):
```
! RIJCOSX wB97M-V def2-TZVPD def2/J DEFGRID3
* xyz 0 1
C 1.943 -0.299 0.396
C 0.690 -0.707 -0.330
C -0.785 1.183 0.099
C -1.736 -0.088 -0.109
H 1.924 -1.184 1.670
H 0.572 -1.821 -0.318
H 0.579 -0.432 -1.483
H -0.992 1.807 1.083
H -0.270 1.619 -0.810
H -2.611 -0.251 0.603
H -1.803 -0.442 -1.141
N -0.339 -0.139 0.501
O 2.828 0.753 -0.162
*
```

E_LUMO (eV): -0.3
Highest occupied orbital energy (eV): -9.758
HOMO-LUMO gap (eV): 9.47


No. 6
This record from the Open Molecules 2025 dataset describes an isolated molecule of C2H2Cl3P. The level of theory is ωB97M-V/def2-TZVPD.

Structure (ORCA input):
```
! RIJCOSX wB97M-V def2-TZVPD def2/J DEFGRID3
* xyz 0 1
Cl -3.063 1.146 -0.257
C -1.401 0.844 -0.471
C -0.810 -0.366 -0.311
Cl -1.943 -1.667 0.037
P 0.757 -1.029 -0.741
Cl 1.892 0.491 -0.253
H -0.839 1.655 -1.032
H 1.034 -2.020 0.301
*
```

E_LUMO (eV): 0.4
Structure (SMILES): Cl/C=C(\Cl)PCl
Highest occupied orbital energy (eV): -9.010
HOMO-LUMO gap (eV): 9.40


No. 7
This record from the Open Molecules 2025 dataset describes C26H17ClF5FeN4O2 as an isolated structure. The level of theory is ωB97M-V/def2-TZVPD.

Structure (ORCA input):
```
! RIJCOSX wB97M-V def2-TZVPD def2/J DEFGRID3
* xyz 0 2
Fe -0.013 -0.191 0.708
C 4.484 -2.979 2.203
C 3.702 -3.246 1.089
C 2.880 -2.264 0.557
C 2.826 -1.008 1.141
C 3.634 -0.727 2.236
C 4.455 -1.711 2.767
N 1.892 -0.034 0.650
C 2.294 1.213 0.414
C 3.659 1.637 0.243
C 3.935 2.939 -0.007
C 2.916 3.944 -0.103
C 1.618 3.592 0.029
C 1.299 2.227 0.270
N 0.055 1.725 0.411
N -1.003 2.435 0.378
C -2.117 1.601 0.579
C -3.386 2.147 0.644
C -4.452 1.304 0.902
C -4.226 -0.056 1.065
C -2.932 -0.529 0.967
N -1.902 0.286 0.733
H 5.109 -3.752 2.631
H 3.737 -4.222 0.620
H 2.295 -2.454 -0.331
H 3.588 0.250 2.699
H 5.061 -1.488 3.636
H 4.447 0.901 0.299
H 4.968 3.233 -0.152
H 3.191 4.973 -0.288
H 0.816 4.314 -0.041
H -3.504 3.212 0.504
H -5.454 1.706 0.981
H -5.036 -0.745 1.262
H -2.685 -1.575 1.078
F -1.022 0.997 3.055
C -0.017 0.166 2.645
F 1.132 0.765 3.053
C -0.179 -1.104 3.514
F -0.168 -0.766 4.815
F 0.799 -1.976 3.308
F -1.356 -1.696 3.269
Cl -0.120 -8.643 0.147
C -0.146 -6.909 -0.011
C 0.274 -6.332 -1.199
C 0.243 -4.953 -1.321
C -0.196 -4.162 -0.265
C -0.604 -4.759 0.922
C -0.586 -6.139 1.053
C -0.182 -2.673 -0.429
O 0.014 -2.144 -1.512
O -0.382 -2.006 0.671
H 0.620 -6.958 -2.011
H 0.554 -4.469 -2.237
H -0.929 -4.136 1.745
H -0.897 -6.617 1.972
*
```

E_LUMO (alpha / beta) (eV): -1.9 / -1.7
⟨S²⟩: 0.88
Highest occupied orbital energy (alpha / beta) (eV): -7.669 / -7.845
HOMO-LUMO gap (alpha / beta) (eV): 5.81 / 6.12


No. 8
This record from the Open Molecules 2025 dataset describes a 5-piece molecular cluster, C10H20Br10 overall. The level of theory is ωB97M-V/def2-TZVPD.

Structure (ORCA input):
```
! RIJCOSX wB97M-V def2-TZVPD def2/J DEFGRID3
* xyz 0 1
Br -5.829 -4.985 -5.228
C -5.563 -5.875 -7.017
C -6.983 -6.092 -7.598
Br -6.731 -6.648 -9.506
H -5.008 -6.809 -6.932
H -4.918 -5.160 -7.527
H -7.430 -5.100 -7.668
H -7.609 -6.785 -7.036
Br -2.538 -1.522 6.810
C -1.833 0.162 7.621
C -0.293 0.073 8.021
Br 0.848 -0.481 6.485
H -2.466 0.408 8.474
H -2.088 0.927 6.888
H -0.003 -0.672 8.762
H 0.135 1.010 8.376
Br 7.518 -0.946 1.798
C 8.284 -2.317 0.566
C 7.090 -3.076 -0.047
Br 7.881 -4.532 -1.271
H 8.936 -2.903 1.213
H 8.964 -1.853 -0.148
H 6.341 -2.482 -0.571
H 6.423 -3.503 0.703
Br 1.865 9.776 -3.005
C 1.225 8.619 -1.597
C 2.443 8.123 -0.809
Br 1.745 6.736 0.405
H 0.638 7.795 -2.004
H 0.463 9.160 -1.035
H 2.805 8.935 -0.179
H 3.228 7.674 -1.417
Br -3.955 1.793 1.008
C -2.933 0.080 0.632
C -1.479 0.476 0.444
Br -0.374 -1.098 -0.043
H -3.403 -0.409 -0.222
H -3.096 -0.579 1.485
H -1.018 0.761 1.390
H -1.280 1.317 -0.220
*
```

E_LUMO (eV): 0.3
Structure (SMILES): BrCCBr.BrCCBr.BrCCBr.BrCCBr.BrCCBr
Highest occupied orbital energy (eV): -10.118
HOMO-LUMO gap (eV): 10.40


The records above yield total energy values of -472.17976, -1809.66822, -5870.37743, -10680.79158, -286.37330, -1799.30888, -3593.75635, -26133.12944 hartree, respectively.
The records above yield strongest force on any atom values of 13.513, 3.678, 0.228, 7.320, 10.882, 3.343, 1.009, 1.992 eV/Å, respectively.
The records above yield ΔE to the lowest compared entry with this formula, charge and spin values of 101.7, 0.0, 0.8, 31.0, 162.1, 35.3, 18.8, 37.7 kcal/mol, respectively.